1.
{"formula": "C4H5NO", "method": "ωB97M-V with the def2-TZVPD basis set", "symbols": ["C", "C", "N", "C", "C", "O", "H", "H", "H", "H", "H"], "xyz": [[-0.30272, 1.79647, -0.42219], [-0.01458, 0.35881, -0.11725], [-0.98174, -0.44302, 0.18461], [-0.37166, -1.65046, 0.44136], [0.95899, -1.53720, 0.27266], [1.21123, -0.21894, -0.09349], [0.53213, 2.43372, -0.71240], [-0.78729, 2.22704, 0.45972], [-1.05101, 1.79079, -1.21767], [-0.94856, -2.51458, 0.72589], [1.76386, -2.23347, 0.47478]], "nbo_charge": [-0.670, 0.505, -0.481, -0.108, 0.021, -0.413, 0.231, 0.242, 0.243, 0.215, 0.215], "relative_energy_kj_mol": 40.7, "charge": 0, "homo_lumo_gap_ha": 0.375, "smiles": "Cc1ncco1", "spin_multiplicity": 1}

***

2.
{"formula": "C18H32InN5O2SSi", "method": "ωB97M-V with the def2-TZVPD basis set", "symbols": ["In", "N", "C", "S", "N", "N", "C", "C", "C", "C", "C", "C", "N", "H", "H", "H", "H", "H", "H", "H", "N", "C", "C", "O", "O", "H", "H", "H", "H", "C", "Si", "C", "C", "C", "C", "C", "C", "C", "C", "H", "H", "H", "H", "H", "H", "H", "H", "H", "H", "H", "H", "H", "H", "H", "H", "H", "H", "H", "H", "H"], "xyz": [[0.65420, 0.04800, -0.63790], [4.23090, 2.73330, -0.76890], [3.48650, 1.76750, -0.17770], [2.11990, 2.25740, 0.69620], [3.94570, 0.53570, -0.26650], [3.09820, -0.44180, -0.00340], [3.54730, -1.60680, 0.32170], [2.61730, -2.67640, 0.52960], [3.03390, -3.89250, 1.09660], [2.10280, -4.87620, 1.34090], [0.77470, -4.64520, 0.99190], [0.45280, -3.42580, 0.41920], [1.33170, -2.46570, 0.20450], [4.07100, 3.68980, -0.50280], [5.12190, 2.48100, -1.16140], [4.61100, -1.79030, 0.47960], [4.07750, -4.02830, 1.33800], [2.39860, -5.80860, 1.80130], [0.01380, -5.39030, 1.16020], [-0.56590, -3.19810, 0.12380], [0.37880, -0.25940, 1.94630], [-0.89880, -0.73950, 2.41470], [-2.07830, -0.23790, 1.59170], [-3.16740, -0.73700, 1.70360], [-1.80980, 0.78480, 0.80710], [1.13700, -0.80720, 2.33470], [0.54610, 0.70890, 2.20580], [-1.12630, -0.45050, 3.45350], [-0.91640, -1.83190, 2.36870], [-4.37700, 1.94700, 1.53730], [-3.01400, 1.83590, 0.20400], [-3.78070, 1.12790, -1.42980], [-3.91300, -0.39290, -1.30950], [-5.17580, 1.73310, -1.63040], [-2.94120, 1.42270, -2.67770], [-2.08060, 3.52140, 0.11130], [-3.06770, 4.62590, -0.26580], [-0.93790, 3.55110, -0.90070], [-1.48490, 3.83040, 1.48720], [-5.02350, 2.80610, 1.39000], [-3.94440, 2.01800, 2.53190], [-4.99850, 1.05740, 1.52590], [-4.50810, -0.67250, -0.44530], [-2.92890, -0.84830, -1.20200], [-4.38340, -0.79800, -2.20390], [-5.84260, 1.45590, -0.82050], [-5.61080, 1.37810, -2.56210], [-5.13040, 2.81770, -1.66920], [-1.90970, 1.09380, -2.54080], [-2.94640, 2.48410, -2.91040], [-3.35300, 0.89530, -3.53810], [-3.47670, 4.44980, -1.25600], [-2.56420, 5.59130, -0.27630], [-3.89160, 4.67730, 0.43980], [-1.29710, 3.41710, -1.91530], [-0.21150, 2.77420, -0.67100], [-0.42590, 4.51160, -0.85110], [-2.23970, 3.79640, 2.26750], [-1.03930, 4.82310, 1.48640], [-0.70200, 3.11310, 1.72090]], "nbo_charge": [0.670, -0.786, 0.280, -0.430, -0.442, -0.244, -0.040, 0.165, -0.235, -0.157, -0.271, 0.047, -0.476, 0.404, 0.396, 0.189, 0.221, 0.222, 0.225, 0.200, -0.869, -0.329, 0.809, -0.589, -0.891, 0.391, 0.403, 0.213, 0.227, -1.195, 2.107, -0.537, -0.606, -0.606, -0.605, -0.542, -0.606, -0.604, -0.604, 0.239, 0.239, 0.256, 0.223, 0.208, 0.203, 0.211, 0.208, 0.205, 0.220, 0.202, 0.204, 0.204, 0.210, 0.205, 0.206, 0.220, 0.207, 0.203, 0.212, 0.211], "relative_energy_kj_mol": 0.0, "charge": 0, "homo_lumo_gap_ha": 0.260, "spin_multiplicity": 1}

***

3.
{"formula": "C2H8NOS", "method": "ωB97M-V with the def2-TZVPD basis set", "symbols": ["C", "C", "N", "S", "O", "H", "H", "H", "H", "H", "H", "H", "H"], "xyz": [[1.41660, 0.49654, 0.42546], [0.60331, -0.72334, -0.02417], [-0.33807, -0.45842, -1.14518], [-1.87217, 0.06164, -0.84643], [-2.25625, -0.60531, 0.53160], [1.25301, 0.73139, 1.47579], [2.48212, 0.31536, 0.30244], [1.17609, 1.38726, -0.16031], [1.24284, -1.52042, -0.39626], [0.03917, -1.16116, 0.79649], [0.07414, 0.16808, -1.83849], [-1.72332, 1.35612, -0.43348], [-2.09747, -0.04774, 1.31255]], "nbo_charge": [-0.654, -0.244, -0.786, 1.308, -0.808, 0.234, 0.253, 0.210, 0.245, 0.220, 0.422, 0.062, 0.537], "relative_energy_kj_mol": 260.1, "charge": 1, "homo_lumo_gap_ha": 0.385, "spin_multiplicity": 1}

***

4.
{"formula": "CHClNOPS", "method": "ωB97M-V with the def2-TZVPD basis set", "symbols": ["C", "N", "O", "P", "S", "Cl", "H"], "xyz": [[-1.65189, -0.47282, 0.85108], [-0.50378, 0.40775, 0.28819], [0.77009, 2.22097, -0.70335], [-0.49609, 2.07075, 0.00889], [-1.57743, -2.03195, 1.00852], [-2.71224, 0.65107, 1.54272], [0.24786, -0.23955, 0.13686]], "nbo_charge": [-0.086, -0.997, -1.013, 1.463, 0.140, 0.068, 0.425], "relative_energy_kj_mol": 0.0, "charge": 0, "homo_lumo_gap_ha": 0.325, "smiles": "O=PNC(=S)Cl", "spin_multiplicity": 1}

***

5.
{"formula": "C12H27Cl18F3OSi2", "method": "ωB97M-V with the def2-TZVPD basis set", "symbols": ["F", "C", "F", "F", "C", "C", "Si", "O", "Si", "H", "H", "H", "H", "H", "H", "H", "H", "H", "C", "Cl", "Cl", "H", "H", "C", "Cl", "Cl", "H", "H", "C", "Cl", "Cl", "H", "H", "C", "Cl", "Cl", "H", "H", "C", "Cl", "Cl", "H", "H", "C", "Cl", "Cl", "H", "H", "C", "Cl", "Cl", "H", "H", "C", "Cl", "Cl", "H", "H", "C", "Cl", "Cl", "H", "H"], "xyz": [[-2.94920, 1.64708, -0.29017], [-1.86223, 2.18271, -0.74447], [-1.54509, 3.15409, 0.05389], [-2.20290, 2.75766, -1.90070], [-0.77137, 1.17714, -0.94807], [0.25765, 1.11542, 0.19830], [1.98137, 1.60361, -0.42032], [2.79800, 2.69112, 0.55024], [2.05096, 4.13144, 0.93149], [-1.26023, 0.23275, -1.07050], [-0.31258, 1.38074, -1.89272], [0.33100, 0.08411, 0.48331], [-0.07051, 1.65771, 1.06388], [1.88914, 2.05939, -1.82851], [2.80445, 0.38882, -0.46186], [2.68516, 4.63831, 2.16698], [0.61893, 3.96732, 1.23851], [2.25333, 5.16675, -0.09037], [-4.87292, -0.40760, -4.47157], [-3.68014, -1.71276, -4.43274], [-6.21069, -0.77805, -5.56685], [-5.26878, -0.27230, -3.47255], [-4.38377, 0.49632, -4.80812], [4.32799, -1.79751, 1.62829], [4.11834, -0.10673, 2.11773], [2.92023, -2.46864, 0.79695], [5.18289, -1.86265, 0.96646], [4.50215, -2.38699, 2.51964], [3.46994, -5.80767, -1.35023], [2.51297, -4.41351, -1.86398], [5.12989, -5.34907, -0.94123], [3.00305, -6.23803, -0.47305], [3.49822, -6.52718, -2.15920], [-5.85301, -4.16838, -2.73460], [-7.03988, -4.28230, -1.42911], [-4.96708, -5.68417, -2.95237], [-6.37155, -3.93716, -3.65695], [-5.14248, -3.38664, -2.49727], [-2.58187, -5.46831, 0.14138], [-0.93645, -5.04973, -0.35020], [-3.52511, -4.02751, 0.53111], [-3.06908, -5.98485, -0.67679], [-2.53499, -6.10476, 1.01642], [-3.41374, 5.56822, 1.60374], [-5.14888, 5.58045, 1.93114], [-2.46402, 5.85957, 3.06861], [-3.14076, 4.59912, 1.20533], [-3.18923, 6.34875, 0.88777], [2.27398, -8.98798, 1.36812], [1.29720, -7.60891, 0.84602], [3.93534, -8.50811, 1.73114], [1.82854, -9.40984, 2.26022], [2.29143, -9.72087, 0.57121], [0.07107, 6.59062, 5.70048], [-0.51628, 6.37418, 7.35287], [1.47678, 5.58002, 5.35343], [-0.71054, 6.30366, 5.00882], [0.34266, 7.62927, 5.56039], [5.16283, 6.11038, -1.56583], [5.20138, 7.76282, -0.94100], [3.65197, 5.76153, -2.41253], [5.98497, 5.98159, -2.25826], [5.25831, 5.42285, -0.73367]], "nbo_charge": [-0.319, 0.975, -0.325, -0.341, -0.491, -0.892, 1.436, -1.216, 1.194, 0.236, 0.231, 0.254, 0.257, -0.219, -0.202, -0.195, -0.202, -0.197, -0.396, -0.028, -0.022, 0.223, 0.226, -0.394, -0.024, -0.022, 0.223, 0.221, -0.396, -0.026, -0.035, 0.232, 0.219, -0.395, -0.023, -0.036, 0.225, 0.226, -0.397, -0.026, -0.027, 0.229, 0.221, -0.391, -0.020, -0.044, 0.231, 0.223, -0.397, -0.023, -0.019, 0.224, 0.222, -0.393, -0.023, -0.024, 0.219, 0.221, -0.396, -0.022, -0.021, 0.223, 0.222], "charge": 0, "homo_lumo_gap_ha": 0.401, "spin_multiplicity": 1}

***

6.
{"formula": "C4H13N2", "method": "ωB97M-V with the def2-TZVPD basis set", "symbols": ["C", "N", "C", "N", "C", "C", "H", "H", "H", "H", "H", "H", "H", "H", "H", "H", "H", "H", "H"], "xyz": [[-1.18042, -0.15403, 0.93568], [-2.65253, -0.24090, 1.10866], [-0.81238, 0.26682, -0.48957], [0.54498, -0.00369, -0.55994], [3.61554, 0.49374, 0.54117], [-1.50765, -0.58326, -1.64989], [-0.87140, -1.20539, 0.95234], [-0.64748, 0.35601, 1.73717], [-3.02194, 0.69057, 1.28679], [-2.84826, -0.76837, 1.95259], [-1.08206, 1.33781, -0.62438], [0.82288, 0.23145, -1.54198], [3.93247, 0.83383, -0.44337], [4.25154, -0.36191, 0.78580], [2.57620, 0.15582, 0.47769], [3.77990, 1.28829, 1.25967], [-0.80976, -1.38781, -1.88287], [-1.63568, 0.06051, -2.51888], [-2.45394, -1.00950, -1.32667]], "nbo_charge": [-0.250, -0.824, -0.203, 0.084, -0.848, -0.538, 0.211, 0.220, 0.365, 0.388, 0.361, 0.360, 0.214, 0.236, 0.187, 0.231, 0.235, 0.254, 0.316], "relative_energy_kj_mol": 614.2, "charge": 1, "homo_lumo_gap_ha": 0.179, "spin_multiplicity": 1}

***

7.
{"formula": "C13H15F6N2O5PtSb", "method": "ωB97M-V with the def2-TZVPD basis set", "symbols": ["Pt", "O", "C", "C", "C", "C", "C", "C", "C", "O", "N", "O", "O", "H", "H", "H", "H", "O", "C", "C", "C", "C", "C", "C", "N", "H", "H", "H", "H", "H", "H", "H", "H", "H", "H", "H", "F", "Sb", "F", "F", "F", "F", "F"], "xyz": [[0.70982, -0.56807, -0.50313], [2.75323, -0.17607, -0.00129], [3.41594, 0.81491, -0.28699], [2.91349, 2.16171, -0.44711], [3.78892, 3.18038, -0.75660], [3.31158, 4.47609, -0.92841], [1.95213, 4.79384, -0.81451], [1.05942, 3.81013, -0.50009], [1.50001, 2.45483, -0.28484], [0.65725, 1.59410, 0.05933], [4.26669, 5.55156, -1.26197], [3.81446, 6.66989, -1.35598], [5.42362, 5.21757, -1.40201], [4.49409, 0.67289, -0.43421], [4.84895, 2.98563, -0.86888], [1.63974, 5.81428, -0.98614], [0.00072, 4.01026, -0.40359], [-1.43050, -0.11861, -0.41314], [-2.25539, -0.18510, 0.51530], [-3.71282, -0.30590, 0.20736], [-3.99796, -1.83165, 0.28787], [-3.53968, -2.56238, 1.56490], [-2.02253, -2.80315, 1.69657], [-1.23088, -1.57449, 2.20118], [-1.93922, -0.34050, 1.83092], [-3.91838, 0.04953, -0.80009], [-4.32214, 0.23987, 0.92838], [-3.55002, -2.32215, -0.57895], [-5.07871, -1.94880, 0.20031], [-4.00726, -3.54704, 1.53627], [-3.93146, -2.05840, 2.45441], [-1.63941, -3.12357, 0.72690], [-1.84757, -3.62682, 2.38922], [-0.23431, -1.57180, 1.75674], [-1.09360, -1.58574, 3.27933], [-2.70853, -0.14545, 2.44984], [-0.48338, -2.14863, -1.69403], [0.88600, -3.61302, -1.66182], [1.05615, -2.94256, 0.16671], [-0.54192, -4.67373, -1.07578], [0.71060, -3.95367, -3.47693], [2.30318, -4.75782, -1.31722], [1.97968, -2.01233, -1.99784]], "lowdin_charge": [1.354, -0.057, -0.104, -0.068, 0.101, -0.053, 0.061, 0.099, -0.286, -0.017, -0.336, 0.130, 0.125, 0.163, 0.147, 0.140, 0.146, -0.068, -0.427, -0.075, -0.151, -0.177, -0.154, -0.150, 0.078, 0.128, 0.131, 0.124, 0.120, 0.118, 0.117, 0.086, 0.120, 0.072, 0.127, 0.135, -0.427, 1.475, -0.403, -0.322, -0.303, -0.305, -0.413], "s_squared": 3.80, "relative_energy_kj_mol": 92.1, "charge": 1, "homo_lumo_gap_ha": [0.306, 0.207], "spin_multiplicity": 4}

***

For the records above, the corresponding energy values read -7766.1043 -54620.3264 -16567.5482 -37237.0090 -264242.8079 -7327.1218 -53021.1460 eV.